C42H64N9O13S2 | ωB97M-V/def2-TZVPD

CARTESIAN COORDINATES (ANGSTROEM)
1 C 3.82025 8.51947 4.69993
2 N 4.03676 7.39179 3.73102
3 C 3.54900 7.45033 2.47169
4 C 3.73199 6.37016 1.61604
5 C 4.21496 5.17821 2.11365
6 C 4.80804 5.20208 3.38259
7 C 4.73105 6.33267 4.16472
8 C 4.14190 3.93048 1.31962
9 C 3.07265 3.58824 0.49252
10 C 3.17416 2.43630 -0.26737
11 N 4.23757 1.65402 -0.18973
12 C 5.30026 1.92599 0.60911
13 C 5.25388 3.08987 1.32374
14 C 4.16012 0.30487 -0.81252
15 H 2.84825 8.95004 4.47145
16 H 4.60142 9.26483 4.59531
17 H 3.74617 8.01752 5.65832
18 H 3.16617 8.40557 2.14545
19 H 3.42795 6.45190 0.58107
20 H 5.28478 4.30395 3.74840
21 H 5.13946 6.31594 5.16409
22 H 2.26129 4.28001 0.31148
23 H 2.38399 2.05203 -0.90475
24 H 6.13302 1.25038 0.49812
25 H 6.18527 3.37406 1.79874
26 H 3.57193 0.34854 -1.72837
27 H 3.55000 -0.31557 -0.15361
28 H 5.14656 -0.11418 -0.97839
29 C 0.79984 -1.96346 0.47910
30 C 0.16850 -0.94596 -0.48900
31 C -1.35062 -0.88966 -0.30762
32 O 0.81004 0.30029 -0.45784
33 H 0.25512 -2.89567 0.28079
34 H 0.44854 -1.73555 1.48901
35 H 1.86259 -2.10668 0.30871
36 H 0.35459 -1.30919 -1.51471
37 H -1.69976 -0.48852 0.64811
38 H -1.69966 -1.92921 -0.37388
39 H -1.90337 -0.41050 -1.11731
40 O 2.39708 2.05668 4.20667
41 C 2.10526 1.29254 3.29209
42 N 1.10852 1.60663 2.42006
43 C 2.91350 0.06970 2.99669
44 H 0.86970 0.95465 1.67297
45 H 0.71325 2.50631 2.63499
46 H 2.97373 -0.58852 3.86631
47 H 3.93498 0.35327 2.74255
48 H 2.50613 -0.59834 2.23535
49 O 2.95859 -6.58706 -1.44305
50 C 2.36495 -6.29664 -0.41559
51 N 1.25339 -6.96659 -0.03180
52 C 2.80200 -5.07834 0.38227
53 H 0.98367 -7.75787 -0.58687
54 H 0.78916 -6.68331 0.81688
55 H 3.43636 -4.39156 -0.16558
56 H 3.44623 -5.49352 1.17017
57 H 2.01516 -4.58885 0.95720
58 O -1.90221 4.66629 -0.46310
59 C -1.67711 3.50866 -0.81417
60 N -0.57166 2.88005 -0.35259
61 C -2.64019 2.74049 -1.68922
62 H -0.12853 3.23331 0.47363
63 H -0.35064 1.92290 -0.62598
64 H -3.63071 3.17848 -1.64322
65 H -2.58422 1.69414 -1.39496
66 H -2.26952 2.87302 -2.70816
67 O 3.12064 1.98976 -3.39578
68 C 1.96343 1.87269 -3.83196
69 N 1.01071 1.19976 -3.21125
70 C 1.64317 2.39064 -5.23375
71 H 0.06927 1.40656 -3.52260
72 H 1.14593 0.88305 -2.25518
73 H 0.63708 2.77926 -5.37602
74 H 1.83163 1.56082 -5.91832
75 H 2.37878 3.13644 -5.52975
76 N -6.33441 -1.35137 -1.11772
77 C -7.12316 -2.05189 -1.92791
78 C -6.75267 -3.31230 -2.41170
79 C -5.54475 -3.87149 -2.02907
80 C -4.73814 -3.14757 -1.14958
81 C -5.14837 -1.88472 -0.78620
82 H -8.09406 -1.64441 -2.17729
83 H -7.48088 -3.75061 -3.08225
84 H -5.33079 -4.88000 -2.35504
85 H -3.78916 -3.53835 -0.80973
86 H -4.53884 -1.24533 -0.15868
87 N -2.07998 1.23224 -4.80289
88 C -3.27056 1.79921 -5.10316
89 C -4.46547 1.28372 -4.61715
90 C -4.48641 0.16592 -3.78104
91 C -3.27204 -0.46579 -3.56226
92 C -2.13524 0.07246 -4.15509
93 H -3.26086 2.67360 -5.73943
94 H -5.36489 1.81915 -4.89445
95 H -5.35487 -0.19003 -3.24512
96 H -3.34413 -1.40901 -3.03687
97 H -1.14365 -0.34592 -4.01322
98 N -0.47802 -5.52817 2.43789
99 C 0.50786 -5.27992 3.31924
100 C 0.62530 -4.04515 3.95888
101 C -0.35689 -3.07019 3.76431
102 C -1.46623 -3.43365 3.02445
103 C -1.45671 -4.63079 2.33050
104 H 1.35069 -5.94996 3.20372
105 H 1.60448 -3.79019 4.34521
106 H -0.39407 -2.13057 4.30045
107 H -2.38821 -2.88552 2.86534
108 H -2.26962 -4.90312 1.66870
109 C -2.23710 1.77605 2.76270
110 C -1.70606 0.96207 3.97088
111 O -2.77331 0.23439 4.54879
112 S -4.08125 0.22230 3.55048
113 O -5.24688 0.41672 4.36498
114 O -4.08548 -0.84703 2.59538
115 O -3.62731 1.57612 2.78620
116 H -1.90531 1.39470 1.79521
117 H -1.96109 2.82011 2.90672
118 H -1.10840 1.52288 4.68715
119 H -0.96461 0.26691 3.56167
120 C -0.75451 -4.23262 -2.30050
121 C -0.93849 -5.60891 -2.91084
122 O -1.42453 -5.38095 -4.21122
123 S -2.07093 -3.92696 -4.44896
124 O -3.42991 -3.96812 -4.82986
125 O -1.16094 -3.16423 -5.25445
126 O -1.83064 -3.45554 -2.86301
127 H 0.16817 -3.73269 -2.60551
128 H -0.79988 -4.14077 -1.21757
129 H -1.63718 -6.20787 -2.32369
130 H 0.00817 -6.14772 -2.89398

Results
total charge: +1
calculated total energy: -3905.803597 a.u.
frontier orbital gap: 4.478 eV
highest occupied orbital energy: -9.83 eV

Atomic partial charges in e from the Mulliken method, atoms 1 to 5: number 1, C, carries -0.979; number 2, N, carries 0.026; number 3, C, carries -0.276; number 4, C, carries -0.490; number 5, C, carries 0.430